{
  "formula": "C33H37AuN5PS2",
  "method": "ωB97M-V/def2-TZVPD",
  "fmax_ev_per_a": 5.75,
  "orbital_gap_ha": [0.24606, 0.19894],
  "lumo_ev": [-5.316, -8.264],
  "total_charge": 2,
  "multiplicity": 3,
  "species": ["Au", "N", "C", "C", "C", "C", "C", "C", "P", "C", "C", "C", "C", "C", "C", "C", "C", "C", "C", "C", "C", "H", "H", "H", "H", "H", "H", "H", "H", "H", "H", "H", "H", "H", "H", "H", "H", "S", "C", "C", "C", "N", "C", "C", "C", "C", "C", "N", "C", "C", "H", "H", "H", "H", "H", "H", "H", "H", "C", "C", "N", "C", "S", "N", "C", "C", "H", "H", "H", "H", "H", "H", "H", "H", "H", "H", "H", "H", "H"],
  "positions_angstrom": [[1.2854, 0.2073, 1.1008], [1.2094, 0.1011, 3.0697], [0.5136, -0.8983, 3.7763], [0.4881, -0.9367, 5.1710], [-0.2329, -1.9386, 5.8204], [-0.9273, -2.8923, 5.0775], [-0.9006, -2.8511, 3.6807], [-0.1747, -1.8561, 3.0202], [-0.0241, -1.6214, 1.2319], [-1.7547, -1.5908, 0.6518], [-2.7650, -0.9823, 1.4162], [-4.0824, -0.9098, 0.9531], [-4.4123, -1.4297, -0.2943], [-3.4230, -2.0083, -1.0835], [-2.1050, -2.0751, -0.6195], [0.6342, -3.2336, 0.6933], [1.9794, -3.2837, 0.2885], [2.5584, -4.4770, -0.1520], [1.8018, -5.6442, -0.1916], [0.4687, -5.6172, 0.2089], [-0.1095, -4.4216, 0.6471], [2.1694, 0.1907, 3.4327], [0.9583, 1.0381, 3.4171], [1.0212, -0.1957, 5.7576], [-0.2564, -1.9745, 6.9066], [-1.4936, -3.6700, 5.5836], [-1.4598, -3.5946, 3.1227], [-2.5362, -0.5401, 2.3838], [-4.8447, -0.4357, 1.5655], [-5.4347, -1.3697, -0.6573], [-3.6698, -2.3989, -2.0671], [-1.3501, -2.5075, -1.2736], [2.5921, -2.3839, 0.3116], [3.5995, -4.4905, -0.4632], [2.2501, -6.5729, -0.5338], [-0.1262, -6.5263, 0.1795], [-1.1549, -4.4337, 0.9440], [1.4701, 0.1623, -5.4050], [1.4046, 0.1769, -3.6232], [1.8960, 1.2679, -2.9100], [1.8164, 1.2345, -1.5287], [1.2854, 0.2073, -0.8325], [0.8079, -0.8320, -1.5493], [0.8414, -0.8930, -2.9316], [3.0666, -0.5919, -5.6537], [3.1817, -1.9759, -5.7619], [4.4417, -2.5127, -5.9620], [5.5654, -1.7719, -6.0633], [5.4232, -0.4333, -5.9640], [4.2082, 0.1986, -5.7641], [2.3302, 2.1264, -3.4091], [2.1874, 2.0589, -0.9262], [0.3817, -1.6412, -0.9631], [0.4358, -1.7553, -3.4479], [2.3176, -2.6267, -5.6945], [4.5856, -3.5858, -6.0506], [6.3432, 0.1375, -6.0542], [4.1615, 1.2795, -5.6985], [-4.4873, 4.4250, 0.5083], [-3.4133, 4.1046, 1.5302], [-2.3594, 3.2925, 0.9407], [-1.0289, 3.4401, 1.1010], [-0.0585, 2.0841, 1.1008], [-0.4615, 4.6524, 1.2614], [-0.8910, 5.9111, 0.6714], [-0.8480, 7.0310, 1.6931], [-5.2815, 5.0252, 0.9621], [-4.9349, 3.5076, 0.1115], [-4.0739, 4.9837, -0.3375], [-3.8472, 3.5116, 2.3434], [-3.0131, 5.0118, 1.9854], [-2.6121, 2.3193, 0.8082], [0.5411, 4.5777, 1.3936], [-1.8790, 5.8243, 0.2166], [-0.1902, 6.1303, -0.1420], [-1.5099, 6.8199, 2.5391], [-1.1603, 7.9762, 1.2392], [0.1648, 7.1592, 2.0896], [2.9010, 0.2073, 1.1008]],
  "forces_ev_per_a": [[1.130, -0.137, 0.203], [2.051, 2.993, 4.464], [-1.355, -1.766, 0.979], [-0.101, -0.213, -0.058], [0.094, 0.126, -0.274], [0.080, 0.070, -0.429], [-0.046, -0.011, 0.298], [0.319, 0.959, 0.594], [-2.364, -4.425, 0.851], [-0.412, 0.431, -0.442], [-0.088, 0.158, 0.054], [0.457, -0.012, 0.052], [0.080, -0.004, -0.042], [0.352, 0.029, 0.204], [-0.171, -0.029, -0.136], [0.698, -0.361, -0.504], [0.039, -0.238, -0.023], [-0.179, 0.223, 0.165], [-0.034, 0.123, 0.034], [-0.031, 0.376, 0.140], [-0.149, -0.143, -0.051], [0.101, -0.958, -0.287], [-0.980, -0.179, -0.191], [0.005, -0.008, -0.068], [0.028, 0.043, -0.208], [0.108, 0.141, -0.120], [0.089, 0.091, -0.003], [0.042, -0.166, -0.068], [0.132, -0.122, -0.045], [0.161, -0.034, 0.058], [0.077, 0.040, 0.176], [-0.236, -0.092, 0.180], [-0.083, -0.092, -0.011], [-0.172, 0.030, 0.071], [-0.080, 0.150, 0.046], [0.067, 0.189, 0.032], [0.100, 0.061, -0.078], [-0.279, 0.118, -0.179], [0.195, -0.103, -0.314], [-0.173, -0.309, 0.461], [0.139, 0.248, 0.065], [0.008, 0.231, -5.712], [0.028, 0.156, -0.037], [0.113, 0.301, 0.491], [0.349, -0.152, 0.141], [-0.124, 0.249, 0.072], [1.033, 0.379, -0.127], [-0.988, 0.464, 0.194], [0.394, -1.043, -0.135], [-0.296, -0.059, 0.069], [-0.050, -0.131, 0.028], [-0.015, -0.095, -0.154], [0.291, 0.212, -0.617], [0.062, 0.108, 0.011], [0.019, 0.109, -0.034], [-0.077, 0.096, 0.000], [-0.131, -0.004, 0.006], [-0.069, -0.089, -0.031], [-0.137, 0.143, -0.188], [-0.631, 0.258, 0.232], [1.201, -0.435, 0.116], [-1.433, 2.198, 0.071], [-0.639, 0.802, 0.144], [-0.003, -1.295, -0.148], [-0.038, 0.723, -0.247], [-0.080, 0.181, 0.195], [0.116, -0.124, -0.060], [0.040, 0.131, 0.072], [-0.060, -0.045, 0.121], [0.047, 0.141, -0.008], [0.167, -0.164, -0.140], [-0.043, 0.154, -0.109], [-0.173, 0.125, 0.096], [0.102, -0.218, 0.141], [-0.149, 0.003, 0.014], [0.056, 0.042, -0.118], [0.084, -0.152, 0.061], [-0.145, 0.011, -0.079], [1.557, -0.409, 0.074]],
  "lowdin_spin": [0.66, 0.10, 0.01, 0.00, 0.00, 0.00, 0.00, 0.02, 0.22, 0.03, 0.02, 0.00, 0.02, 0.00, 0.02, 0.04, 0.01, 0.00, 0.00, 0.00, 0.01, 0.01, 0.00, 0.00, 0.00, 0.00, 0.00, 0.00, 0.00, 0.00, 0.00, 0.00, 0.01, 0.00, 0.00, 0.00, 0.00, 0.00, 0.00, 0.00, 0.02, 0.11, 0.01, 0.00, 0.00, 0.00, 0.00, 0.00, 0.00, 0.00, 0.00, 0.00, 0.00, 0.00, 0.00, 0.00, 0.00, 0.00, 0.00, 0.00, 0.01, 0.06, 0.27, 0.01, 0.00, 0.00, 0.00, 0.00, 0.00, 0.00, 0.00, 0.01, 0.00, 0.00, 0.00, 0.00, 0.00, 0.00, 0.27]
}


{
  "formula": "C5H14NO2",
  "method": "ωB97M-V/def2-TZVPD",
  "fmax_ev_per_a": 3.60,
  "orbital_gap_ha": 0.33657,
  "e_above_lowest_ev": 1.749,
  "lumo_ev": -4.505,
  "total_charge": 1,
  "multiplicity": 1,
  "species": ["C", "C", "C", "C", "C", "N", "H", "H", "H", "H", "H", "H", "H", "H", "H", "H", "H", "H", "O", "H", "H", "O"],
  "positions_angstrom": [[-2.8162, -0.1123, 0.4784], [-1.8420, -1.3011, 0.7482], [-0.5601, -1.2019, -0.0042], [-0.3169, -1.7492, -1.2360], [0.4935, 0.2919, 1.6248], [0.4766, -0.3632, 0.5073], [-3.1132, -0.1426, -0.5709], [-3.7328, -0.2257, 1.0064], [-2.3357, 0.8826, 0.6829], [-1.6518, -1.4038, 1.8336], [-2.3382, -2.2521, 0.4741], [-1.0521, -2.4034, -1.7257], [0.6538, -1.5590, -1.6967], [1.3666, 0.9169, 1.8991], [-0.4114, 0.2948, 2.3114], [1.3104, -0.2598, -0.1810], [3.0201, 3.4443, -0.4196], [1.9146, 3.3854, -1.4509], [2.3603, 2.8548, -0.7384], [2.6705, 1.0693, -1.0759], [3.3879, -0.3201, -1.3088], [2.5160, 0.1544, -1.1582]],
  "forces_ev_per_a": [[1.432, 0.191, -0.695], [-0.782, -0.206, 0.594], [-0.134, -0.607, -1.960], [-0.120, 0.575, 1.875], [-0.928, -0.116, -0.189], [0.705, 0.699, 0.500], [0.243, 0.173, -0.080], [-0.526, 0.019, 0.836], [-0.583, -0.882, -0.093], [-0.009, 0.081, -0.398], [0.276, 0.524, 0.005], [0.461, 0.441, 0.303], [-0.403, -0.156, -0.150], [-0.586, -0.588, -0.426], [1.321, -0.211, -0.991], [-0.398, 0.030, 0.884], [1.008, 0.738, 0.571], [0.507, -0.853, 0.931], [-1.496, 0.118, -1.475], [0.543, 2.436, 0.083], [-1.616, 1.002, 0.296], [1.085, -3.408, -0.418]],
  "nbo_charge": [-0.60, -0.47, 0.13, -0.30, 0.06, -0.44, 0.22, 0.24, 0.20, 0.22, 0.25, 0.24, 0.22, 0.24, 0.23, 0.48, 0.49, 0.50, -0.97, 0.52, 0.51, -0.97]
}


{
  "formula": "C5H12N4",
  "method": "ωB97M-V/def2-TZVPD",
  "fmax_ev_per_a": 1.31,
  "orbital_gap_ha": 0.27102,
  "e_above_lowest_ev": 3.746,
  "lumo_ev": 0.695,
  "multiplicity": 1,
  "species": ["C", "C", "N", "C", "C", "N", "N", "C", "N", "H", "H", "H", "H", "H", "H", "H", "H", "H", "H", "H", "H"],
  "positions_angstrom": [[-0.5365, -1.4677, 0.8533], [-0.1170, -0.8979, -1.4790], [-0.2401, -0.3778, -0.1036], [-1.1101, 0.8122, 0.0816], [1.0835, 0.7477, 0.4394], [-2.4667, 0.6196, -0.1672], [1.6857, 1.2872, -0.6931], [1.8029, 0.3098, 1.5000], [-0.4577, 1.7728, 0.5366], [-2.6911, 0.1015, -1.0061], [-2.9735, 1.4923, -0.1114], [1.2631, 2.1608, -0.9784], [2.6905, 1.1782, -0.6999], [-1.4458, -1.9875, 0.5480], [-0.6971, -1.0460, 1.8421], [0.3092, -2.1527, 0.8777], [-1.0357, -1.4093, -1.7767], [0.0958, -0.0717, -2.1520], [0.7153, -1.6006, -1.5133], [2.7655, 0.7673, 1.6855], [1.3597, -0.2381, 2.3166]],
  "forces_ev_per_a": [[-0.070, 0.263, -0.189], [0.012, 0.238, 0.308], [-0.305, -0.132, 0.135], [0.383, -0.607, -0.132], [-0.549, 1.187, -0.112], [-0.016, 0.219, 0.088], [-0.526, -0.259, 0.237], [-0.156, -0.243, 0.120], [0.876, -0.875, -0.257], [0.049, 0.034, 0.061], [-0.037, -0.080, -0.049], [0.497, 0.030, 0.046], [-0.168, 0.293, -0.094], [0.029, -0.069, -0.019], [0.059, 0.040, -0.035], [-0.007, 0.038, -0.017], [0.007, -0.037, -0.010], [-0.010, -0.017, 0.012], [-0.040, 0.009, 0.040], [0.027, -0.092, -0.160], [-0.055, 0.061, 0.027]],
  "nbo_charge": [-0.41, -0.42, -0.37, 0.48, 0.49, -0.84, -0.88, -0.78, -0.54, 0.38, 0.40, 0.39, 0.39, 0.20, 0.23, 0.22, 0.19, 0.23, 0.22, 0.22, 0.20]
}


{
  "formula": "C8H10N2O",
  "method": "ωB97M-V/def2-TZVPD",
  "fmax_ev_per_a": 4.79,
  "orbital_gap_ha": 0.29947,
  "e_above_lowest_ev": 5.941,
  "lumo_ev": -0.092,
  "multiplicity": 1,
  "species": ["C", "C", "C", "C", "C", "C", "C", "C", "N", "N", "O", "H", "H", "H", "H", "H", "H", "H", "H", "H", "H"],
  "positions_angstrom": [[-0.3978, 2.0196, 1.7455], [0.4392, 0.9479, 1.6686], [-1.6512, 2.0636, 1.0717], [0.2122, -0.2741, 0.6784], [-2.0444, 0.9924, 0.3648], [-1.2257, -0.2207, 0.3634], [2.3584, -0.8825, -2.4035], [-1.7717, -1.4373, 0.0798], [2.0057, -1.9832, -1.5540], [1.3476, -1.7980, -0.5962], [0.9917, -0.4365, -0.4641], [-0.3031, 2.8787, 2.3667], [1.3758, 0.8495, 2.1800], [-2.0182, 3.0733, 0.9277], [0.5798, -1.1163, 1.4387], [-3.0683, 0.9080, 0.0538], [1.4071, -0.4272, -2.9476], [3.0649, -1.3025, -3.0683], [2.6979, 0.0606, -1.9562], [-1.1429, -2.2496, 0.1749], [-2.8570, -1.6657, -0.1241]],
  "forces_ev_per_a": [[1.253, -1.781, 0.197], [0.301, 0.579, -1.913], [0.341, 0.153, -2.040], [0.488, 0.586, 4.729], [-0.010, -0.070, 1.141], [-2.478, -2.780, -0.811], [-2.077, 1.956, -1.480], [-2.004, 2.269, 0.235], [1.514, -0.583, -1.792], [-1.563, 0.231, 2.413], [0.490, 1.161, -0.031], [0.990, 0.244, 0.807], [0.272, 0.468, 0.485], [-0.981, -0.295, 0.406], [-1.454, 1.077, -1.872], [-0.154, 0.022, -0.805], [1.709, -1.468, 0.752], [0.594, 0.111, -1.040], [0.376, -0.689, 0.560], [1.105, -1.829, -0.001], [1.289, 0.640, 0.060]],
  "nbo_charge": [-0.22, -0.18, -0.23, 0.02, -0.18, -0.10, -0.51, -0.29, -0.15, 0.15, -0.43, 0.21, 0.20, 0.21, 0.21, 0.21, 0.23, 0.21, 0.23, 0.19, 0.20]
}


Number 1: M 795.8 g/mol, DFT total energy -76905.5698 eV. Number 2: M 120.2 g/mol, DFT total energy -10990.0555 eV. Number 3: M 128.2 g/mol, DFT total energy -11336.4750 eV. Number 4: M 150.2 g/mol, DFT total energy -13480.3918 eV.